Record 1
{"formula": "C4H8N2O", "method": "ωB97M-V/def2-TZVPD", "spin_multiplicity": 1, "homo_energy_ev": -8.7, "e_above_lowest_kcal_mol": 56.25, "smiles": "[H]/N=C/NC(=C)CO", "largest_force_ev_per_a": 3.04, "orbital_gap_ev": 9.4, "symbols": ["H", "N", "C", "N", "C", "C", "C", "O", "H", "H", "H", "H", "H", "H", "H"], "xyz": [[-3.13514, -0.02893, 0.11585], [-2.13842, 0.07467, 0.23874], [-1.43277, -1.03030, 0.02570], [-0.07982, -1.09910, -0.12285], [1.04424, -0.22898, 0.08687], [2.27785, -0.72282, -0.07963], [0.65398, 1.21102, 0.41439], [-0.17722, 1.68459, -0.59015], [-1.94636, -1.99175, -0.25544], [0.26430, -2.06844, -0.26404], [2.43944, -1.79414, -0.24754], [3.17635, -0.07502, 0.23036], [0.34227, 1.29646, 1.50796], [1.58499, 1.69495, 0.47369], [-1.04031, 1.28760, -0.33484]], "forces_ev_per_a": [[0.0, -0.5, 0.2], [2.2, -2.0, -0.3], [-2.2, 1.9, -0.8], [1.0, -1.9, 0.2], [-1.1, 0.0, 0.2], [0.9, 1.0, 1.3], [0.6, -1.6, 1.1], [-0.1, 0.5, 0.6], [0.7, 0.8, 0.5], [-0.7, 1.1, 0.1], [0.1, 0.5, -0.1], [-1.5, -1.1, -0.9], [-0.6, -0.2, -1.3], [1.2, 1.2, -0.5], [-0.4, 0.2, -0.3]], "nbo_charge": [0.367, -0.790, 0.312, -0.601, 0.181, -0.476, -0.110, -0.729, 0.171, 0.396, 0.197, 0.222, 0.177, 0.186, 0.495]}



Record 2
{"formula": "C4H8N2O", "method": "ωB97M-V/def2-TZVPD", "spin_multiplicity": 1, "homo_energy_ev": [-8.9, -9.0], "e_above_lowest_kcal_mol": 143.69, "largest_force_ev_per_a": 1.84, "orbital_gap_ev": [8.7, 8.2], "symbols": ["C", "C", "O", "C", "N", "C", "N", "H", "H", "H", "H", "H", "H", "H", "H"], "xyz": [[-1.92594, -0.03429, -0.32868], [-0.93998, 0.82292, 0.43260], [-0.29232, 0.05672, 1.50212], [0.92709, 0.32709, 0.90108], [2.06084, -0.29595, 1.04113], [0.41880, 1.05782, -0.16368], [1.31803, -1.17837, -0.85564], [-1.40964, -0.92109, -0.70454], [-2.34011, 0.52842, -1.17237], [-2.74980, -0.33279, 0.32704], [-1.41053, 1.72334, 0.84781], [1.96359, -1.03480, 1.73980], [0.82213, 1.69071, -0.94016], [2.01035, -0.46838, -1.09869], [1.54748, -1.94135, -1.52782]], "forces_ev_per_a": [[0.0, 0.0, -0.1], [-0.4, 0.1, -0.2], [0.2, 0.1, 0.0], [1.4, -1.1, 0.6], [-0.7, 0.9, 0.8], [-0.5, 1.0, -0.1], [-0.1, -0.9, -1.5], [-0.1, 0.1, 0.1], [0.1, -0.1, 0.1], [0.1, 0.0, -0.1], [0.1, -0.1, -0.1], [0.0, 0.1, 0.0], [0.0, -0.2, 0.1], [0.0, -0.1, 0.0], [0.0, 0.1, 0.3]], "nbo_charge": [-0.627, 0.053, -0.505, 0.446, -0.579, -0.140, -0.724, 0.238, 0.214, 0.221, 0.196, 0.361, 0.223, 0.318, 0.303]}



Record 3
{"formula": "C4H8N2O", "method": "ωB97M-V/def2-TZVPD", "spin_multiplicity": 1, "homo_energy_ev": -9.7, "e_above_lowest_kcal_mol": 48.56, "largest_force_ev_per_a": 0.51, "orbital_gap_ev": 10.7, "symbols": ["C", "C", "O", "C", "N", "C", "N", "H", "H", "H", "H", "H", "H", "H", "H"], "xyz": [[1.78222, -0.09768, 0.38836], [0.74721, -0.33612, -0.69387], [0.04584, -1.56495, -0.28206], [-0.96751, -0.77398, 0.20669], [-1.62590, -0.84375, 1.27498], [-0.67521, 0.37468, -0.70303], [-1.03089, 1.70423, -0.30120], [1.30305, 0.00110, 1.36853], [2.42999, 0.76287, 0.21075], [2.40351, -1.00148, 0.42186], [1.20518, -0.44469, -1.68228], [-1.36879, -1.68862, 1.78535], [-1.05577, 0.17308, -1.70977], [-1.75862, 2.05558, -0.91660], [-1.43432, 1.67974, 0.63229]], "forces_ev_per_a": [[0.0, 0.1, 0.0], [0.3, 0.1, -0.1], [-0.1, -0.1, 0.0], [-0.3, 0.1, 0.4], [0.1, -0.2, -0.4], [0.0, -0.2, -0.1], [0.0, 0.0, 0.1], [0.1, 0.1, -0.2], [-0.2, 0.0, -0.1], [0.0, 0.2, 0.0], [-0.1, -0.1, 0.2], [-0.2, 0.0, 0.0], [0.0, -0.1, 0.2], [0.3, 0.0, 0.1], [0.2, 0.0, 0.0]], "nbo_charge": [-0.642, 0.094, -0.515, 0.548, -0.703, -0.133, -0.822, 0.218, 0.222, 0.226, 0.187, 0.356, 0.212, 0.368, 0.381]}



Record 4
{"formula": "C4H8N2O", "method": "ωB97M-V/def2-TZVPD", "spin_multiplicity": 1, "homo_energy_ev": -9.5, "e_above_lowest_kcal_mol": 6.17, "smiles": "O=C1NCCCN1", "largest_force_ev_per_a": 0.34, "orbital_gap_ev": 10.3, "symbols": ["O", "C", "N", "C", "C", "C", "N", "H", "H", "H", "H", "H", "H", "H", "H"], "xyz": [[2.80794, -0.43171, -0.10293], [1.59937, -0.27715, -0.12693], [0.70591, -1.34929, -0.14518], [-0.70090, -1.07951, -0.37350], [-1.15438, 0.08655, 0.50647], [-0.38963, 1.29954, -0.00791], [1.02277, 0.97045, -0.14122], [0.91193, -2.02976, 0.57153], [-0.81364, -0.80260, -1.43169], [-1.26051, -2.00883, -0.23801], [-0.88807, -0.10961, 1.55378], [-2.23339, 0.26921, 0.46674], [-0.50026, 2.16325, 0.65727], [-0.80344, 1.58162, -0.98714], [1.69629, 1.71783, -0.20130]], "forces_ev_per_a": [[-0.3, 0.0, 0.2], [0.0, 0.1, 0.1], [0.1, 0.1, 0.1], [-0.1, 0.0, 0.0], [0.0, 0.0, 0.0], [-0.1, 0.0, 0.0], [0.2, -0.1, -0.1], [0.2, -0.1, -0.3], [-0.1, 0.0, 0.2], [0.0, 0.2, 0.2], [0.0, 0.0, -0.2], [0.2, 0.0, -0.1], [0.0, -0.2, -0.1], [0.0, 0.0, 0.1], [-0.1, -0.1, 0.0]], "nbo_charge": [-0.641, 0.776, -0.651, -0.223, -0.425, -0.206, -0.645, 0.396, 0.191, 0.212, 0.206, 0.219, 0.202, 0.180, 0.409]}



Record 5
{"formula": "C4H8N2O", "method": "ωB97M-V/def2-TZVPD", "spin_multiplicity": 1, "homo_energy_ev": -10.1, "e_above_lowest_kcal_mol": 50.86, "smiles": "N#C[C@@H](N)CCO", "largest_force_ev_per_a": 1.21, "orbital_gap_ev": 10.9, "symbols": ["N", "C", "C", "N", "C", "C", "O", "H", "H", "H", "H", "H", "H", "H", "H"], "xyz": [[1.98165, -1.14555, 0.42499], [1.33038, -0.62261, -0.37406], [0.27352, 0.11112, -1.07476], [-0.09808, -0.61953, -2.31522], [-0.82074, 0.22288, 0.11182], [-0.42896, 0.06115, 1.60967], [0.45347, 1.06733, 2.06820], [0.66087, 1.11439, -1.32400], [-0.80991, -0.12286, -2.84593], [0.70247, -0.67046, -2.95414], [-1.60489, -0.53392, -0.02527], [-1.28456, 1.21626, 0.08974], [-0.06587, -0.93822, 1.89017], [-1.41543, 0.18877, 2.08175], [1.12608, 0.67124, 2.63703]], "forces_ev_per_a": [[-0.1, 0.3, -1.0], [0.7, -0.5, 0.8], [0.0, 0.1, 0.6], [-0.2, 0.2, 0.3], [0.1, 0.1, -0.4], [-0.4, -0.2, -0.3], [0.1, 0.0, 0.0], [-0.2, -0.2, 0.4], [0.0, 0.0, 0.4], [-0.2, 0.0, 0.6], [0.2, 0.2, -0.4], [0.0, -0.2, -0.4], [0.0, 0.3, -0.4], [0.2, 0.0, 0.2], [-0.2, 0.1, -0.3]], "nbo_charge": [-0.347, 0.292, -0.150, -0.818, -0.414, -0.060, -0.731, 0.216, 0.364, 0.368, 0.226, 0.217, 0.188, 0.166, 0.484]}



Record 6
{"formula": "C4H8N2O", "method": "ωB97M-V/def2-TZVPD", "spin_multiplicity": 1, "homo_energy_ev": -7.5, "e_above_lowest_kcal_mol": 110.54, "smiles": "C/N=C(/C)C(N)=O", "largest_force_ev_per_a": 0.74, "orbital_gap_ev": 7.5, "symbols": ["C", "N", "C", "C", "C", "N", "O", "H", "H", "H", "H", "H", "H", "H", "H"], "xyz": [[1.81004, -1.10890, 0.42355], [1.10455, -0.32195, -0.56468], [0.01766, 0.46768, -0.12421], [-0.02107, 1.94703, -0.25712], [-0.93072, -0.50731, -0.24046], [-2.27837, -0.55166, -0.02645], [-0.29821, -1.54909, -0.77135], [2.61414, -0.45481, 0.78548], [1.19143, -1.40835, 1.27772], [2.27151, -1.97370, -0.05223], [-1.05587, 2.29531, -0.30083], [0.47700, 2.24261, -1.18796], [0.47932, 2.47316, 0.56194], [-2.63680, -0.16686, 0.83238], [-2.74462, -1.38317, -0.35579]], "forces_ev_per_a": [[-0.1, 0.0, 0.0], [-0.5, -0.3, 0.0], [-0.1, -0.2, 0.0], [0.0, 0.1, 0.0], [0.2, -0.1, -0.1], [0.0, 0.0, 0.0], [0.4, 0.6, 0.2], [-0.1, 0.0, 0.0], [0.0, 0.0, -0.1], [0.0, 0.0, 0.0], [0.0, 0.0, 0.0], [0.0, 0.0, 0.0], [0.0, -0.1, -0.1], [0.1, 0.0, -0.1], [0.1, 0.0, 0.0]], "nbo_charge": [-0.436, -0.053, -0.112, -0.636, 0.499, -0.816, -0.515, 0.214, 0.187, 0.214, 0.221, 0.228, 0.208, 0.396, 0.400]}